# 1
Molecular formula: C11H10N2OS
Method: DFT, ωB97M-V/def2-TZVPD

```
25
Properties=species:S:1:pos:R:3
C 3.01 1.51 0.28
C -2.68 1.36 1.07
C -2.85 1.57 -0.35
C -1.87 0.40 1.51
C -2.00 1.04 -1.23
C 0.56 -2.06 0.27
C 2.06 -1.65 0.31
C 2.35 -0.61 -0.81
C -1.21 -0.53 0.54
C -0.83 0.24 -0.76
C 2.05 0.79 -0.41
N 3.84 2.09 0.85
N -0.20 -1.32 1.09
O 0.21 -2.97 -0.45
S 0.51 1.53 -0.52
H -3.23 2.00 1.75
H -3.67 2.18 -0.69
H -1.69 0.21 2.56
H -2.07 1.23 -2.30
H 2.31 -1.24 1.29
H 2.66 -2.54 0.12
H 3.42 -0.67 -1.03
H 1.79 -0.89 -1.71
H -2.00 -1.21 0.14
H -0.46 -0.46 -1.51
```

As for the HOMO-LUMO gap (spin up / spin down): 8.25 / 6.04 eV. The energy relative to the best compared isomer or geometry (same formula, charge and spin) comes out at 422.89 kJ/mol. The LUMO energy (spin up / spin down) comes out at -1.1 / -1.9 eV.

=====

# 2
Molecular formula: C11H11ClN2O2Pb
Method: DFT, ωB97M-V/def2-TZVPD

```
28
Properties=species:S:1:pos:R:3
Cl -3.38 -0.89 0.76
C -0.07 -2.20 -1.20
C 0.82 -1.08 -1.53
C 0.01 -0.02 -2.08
H 1.88 -1.06 -1.40
C -1.40 -0.46 -2.09
C -1.41 -1.82 -1.54
H -2.30 -2.37 -1.34
H 0.24 -3.13 -0.76
H 0.35 0.94 -2.42
C -2.55 0.30 -2.53
Pb -0.63 -0.31 0.23
C -1.45 1.48 0.83
O -1.85 2.51 1.15
C -0.60 -1.14 2.10
O -0.66 -1.61 3.16
H -2.43 1.38 -2.35
H -3.46 -0.04 -2.01
H -2.70 0.16 -3.62
N 2.55 0.11 1.03
C 3.37 0.84 1.79
C 2.60 1.75 2.51
C 1.27 1.53 2.15
N 1.25 0.54 1.22
H 2.80 -0.64 0.40
H 4.41 0.72 1.81
H 2.93 2.47 3.22
H 0.41 2.04 2.52
```

As for the HOMO-LUMO gap: 6.25 eV. The total charge is +2. The energy relative to the best compared isomer or geometry (same formula, charge and spin) comes out at 463.66 kJ/mol. The LUMO energy comes out at -10.0 eV.

=====

# 3
Molecular formula: C11H11F3N2O3V
Method: DFT, ωB97M-V/def2-TZVPD

```
31
Properties=species:S:1:pos:R:3
V -0.23 -0.12 -0.12
N 1.95 0.18 0.00
C 2.37 0.55 1.38
C 1.37 -0.07 2.32
O 1.56 -0.30 3.48
N 0.16 -0.32 1.65
C -0.90 -1.01 2.39
C -1.57 -1.94 1.38
O -2.28 -2.84 1.59
O -1.22 -1.47 0.09
H 2.34 0.81 -0.68
H 2.33 -0.74 -0.21
H 3.38 0.22 1.62
H 2.33 1.63 1.49
H -0.51 -1.55 3.24
H -1.67 -0.32 2.74
F 0.72 1.21 -2.33
C 0.32 -0.05 -2.05
F -1.05 -0.11 -2.21
H 0.82 -0.75 -2.71
F -3.49 4.92 -0.05
C -2.81 3.78 0.01
C -3.49 2.59 -0.21
C -2.79 1.41 -0.17
C -1.42 1.43 0.11
C -0.76 2.64 0.36
C -1.46 3.83 0.29
H -4.55 2.62 -0.43
H -3.30 0.47 -0.37
H 0.29 2.67 0.60
H -0.98 4.78 0.46
```

As for the HOMO-LUMO gap (spin up / spin down): 7.49 / 7.49 eV. The total charge is +1. The energy relative to the best compared isomer or geometry (same formula, charge and spin) comes out at 22.43 kJ/mol. The LUMO energy (spin up / spin down) comes out at -5.5 / -5.5 eV.

=====

# 4
Molecular formula: C11H11I
Method: DFT, ωB97M-V/def2-TZVPD

```
23
Properties=species:S:1:pos:R:3
C -0.50 2.14 -2.52
C 0.87 2.15 -2.30
C -1.35 1.37 -1.74
C 1.44 1.39 -1.27
C -0.81 0.61 -0.71
C 0.56 0.66 -0.54
C -1.50 -0.23 0.26
C -0.73 -0.83 1.18
C 0.73 -0.60 1.10
C -1.26 -1.68 2.30
C 1.61 -1.76 0.76
I 1.49 0.63 2.69
H -0.91 2.74 -3.32
H 1.51 2.77 -2.91
H -2.42 1.38 -1.92
H 2.50 1.40 -1.09
H -2.57 -0.35 0.22
H -2.27 -2.03 2.08
H -1.29 -1.09 3.22
H -0.61 -2.54 2.47
H 1.24 -2.24 -0.14
H 1.61 -2.49 1.57
H 2.64 -1.43 0.60
```

As for the HOMO-LUMO gap: 8.62 eV. The energy relative to the best compared isomer or geometry (same formula, charge and spin) comes out at 24.83 kJ/mol. The LUMO energy comes out at 0.3 eV.

=====

# 5
Molecular formula: C11H11IN2O5Pt
Method: DFT, ωB97M-V/def2-TZVPD

```
31
Properties=species:S:1:pos:R:3
Pt -0.72 -0.62 -0.68
O 0.16 3.46 0.79
C -0.20 2.56 0.18
O -0.83 1.79 -0.47
C 1.89 1.30 0.39
C 2.06 0.60 -0.94
C 3.53 0.12 -0.94
C 3.50 -1.00 0.14
C 2.02 -0.99 0.56
O 1.34 -0.66 -0.70
C 1.85 0.31 1.33
C -0.27 0.11 2.37
O -0.03 0.72 3.32
O -0.85 -0.56 1.58
H 2.52 2.15 0.63
H 1.70 1.07 -1.85
H 3.78 -0.27 -1.92
H 4.22 0.93 -0.71
H 3.75 -1.97 -0.28
H 4.16 -0.81 0.98
H 1.61 -1.91 0.96
H 2.45 0.48 2.22
I -6.61 0.90 -0.95
C -4.87 -0.18 -0.85
C -4.73 -1.53 -0.57
N -3.43 -1.83 -0.59
N -2.70 -0.73 -0.91
C -3.57 0.28 -1.03
H -5.47 -2.29 -0.37
H -3.00 -2.73 -0.45
H -3.23 1.28 -1.26
```

As for the HOMO-LUMO gap (spin up / spin down): 4.66 / 4.74 eV. The total charge is +2. The energy relative to the best compared isomer or geometry (same formula, charge and spin) comes out at 70.07 kJ/mol. The LUMO energy (spin up / spin down) comes out at -10.2 / -10.1 eV.

=====

# 6
Molecular formula: C11H11IrNO7S2
Method: DFT, ωB97M-V/def2-TZVPD

```
33
Properties=species:S:1:pos:R:3
Ir 0.14 -0.44 -0.32
O -2.79 -2.11 2.43
C -1.79 -1.59 1.77
O -1.68 -1.58 0.55
C -0.74 -0.98 2.64
C -0.79 -0.88 4.01
C 0.27 -0.26 4.66
C 1.34 0.22 3.91
C 1.31 0.07 2.54
N 0.29 -0.53 1.93
C 2.34 0.54 1.56
O 3.46 1.09 1.94
O 2.13 0.40 0.36
H -3.45 -2.49 1.82
H -1.64 -1.27 4.56
H 0.26 -0.15 5.74
H 2.16 0.72 4.42
H 3.58 1.14 2.90
C -1.90 2.98 -1.27
C -1.18 1.73 -0.93
O -0.85 0.87 -1.81
O -0.88 1.44 0.27
H -1.80 3.21 -2.33
H -1.52 3.80 -0.67
H -2.95 2.85 -1.03
C 1.12 -1.28 -6.02
O 0.95 -1.78 -4.65
C 0.50 -0.99 -3.73
S 0.16 0.62 -4.04
S 0.48 -1.79 -2.20
H 1.59 -2.09 -6.56
H 1.76 -0.40 -6.00
H 0.13 -1.06 -6.43
```

As for the HOMO-LUMO gap (spin up / spin down): 8.00 / 6.91 eV. As for the multiplicity: 6. The total charge is +2. The energy relative to the best compared isomer or geometry (same formula, charge and spin) comes out at 5.79 kJ/mol. The LUMO energy (spin up / spin down) comes out at -7.4 / -9.0 eV.

=====

The records above give, respectively, DFT total energy values of -27428.09685; -36405.82396; -54540.42415; -19684.38859; -36130.37195; -51898.95512 eV.